No. 1
DFT (ωB97M-V/def2-TZVPD) results for a molecular structure, C38H39N3O5Pb.

```
86
Properties=species:S:1:pos:R:3:lowdin_charge:R:1
Pb -1.523 0.420 0.808 1.501
C 2.494 1.258 3.274 -0.028
C 2.132 2.412 2.384 -0.201
C 3.117 3.300 1.969 -0.054
C 2.809 4.387 1.168 -0.098
C 1.500 4.581 0.759 -0.059
C 0.489 3.710 1.152 -0.212
C -0.929 3.970 0.719 -0.057
C 0.803 2.623 1.978 -0.212
N -0.214 1.720 2.378 -0.045
C -0.507 1.684 3.684 -0.508
O -0.075 2.399 4.586 0.042
C -1.476 0.578 4.056 -0.170
C -1.799 0.323 5.377 0.016
C -2.613 -0.764 5.660 -0.024
C -3.060 -1.577 4.629 0.017
C -2.699 -1.255 3.332 -0.167
N -1.947 -0.186 3.073 0.034
C -3.093 -2.137 2.162 -0.510
O -3.765 -3.141 2.394 0.044
N -2.626 -1.696 0.992 -0.070
C -2.875 -2.493 -0.155 -0.218
C -3.794 -2.054 -1.115 -0.221
C -4.569 -0.779 -0.914 -0.055
C -4.015 -2.833 -2.247 -0.075
C -3.337 -4.026 -2.433 -0.100
C -2.428 -4.451 -1.477 -0.062
C -2.189 -3.702 -0.331 -0.201
C -1.242 -4.196 0.724 -0.032
H 3.563 1.046 3.214 0.078
H 1.935 0.358 3.004 0.070
H 2.239 1.486 4.310 0.086
H 4.139 3.137 2.291 0.113
H 3.585 5.084 0.874 0.101
H 1.245 5.438 0.144 0.107
H -1.044 5.001 0.386 0.078
H -1.630 3.792 1.536 0.077
H -1.217 3.327 -0.117 0.048
H -1.394 0.972 6.139 0.120
H -2.883 -0.989 6.684 0.112
H -3.670 -2.454 4.787 0.121
H -4.911 -0.685 0.118 0.079
H -5.440 -0.754 -1.568 0.078
H -3.966 0.104 -1.146 0.047
H -4.741 -2.503 -2.981 0.109
H -3.519 -4.624 -3.317 0.101
H -1.898 -5.388 -1.612 0.109
H -0.598 -4.982 0.329 0.078
H -1.799 -4.595 1.573 0.085
H -0.624 -3.378 1.097 0.052
C 4.622 3.868 -2.349 -0.056
O 5.129 2.846 -1.499 -0.054
C 4.258 1.946 -1.013 -0.264
C 4.791 0.950 -0.191 0.021
C 3.965 -0.007 0.345 -0.009
C 2.579 -0.007 0.121 -0.089
C 1.736 -1.055 0.730 -0.345
C 2.415 -2.290 1.262 0.014
O 0.518 -0.977 0.853 -0.064
C 2.092 1.009 -0.698 -0.171
O 0.724 1.102 -0.965 -0.075
C 2.894 1.964 -1.280 0.078
H 5.473 4.491 -2.604 0.097
H 3.869 4.466 -1.833 0.088
H 4.196 3.440 -3.259 0.100
H 5.853 0.954 0.009 0.127
H 4.400 -0.767 0.978 0.116
H 3.133 -2.692 0.549 0.097
H 1.655 -3.032 1.491 0.080
H 2.951 -2.043 2.181 0.098
H 2.429 2.715 -1.900 0.133
C -0.422 -2.368 -3.962 -0.038
C -0.570 -0.859 -4.190 -0.605
C 0.245 -0.429 -5.415 -0.054
C -2.048 -0.508 -4.397 -0.038
C -0.077 -0.142 -3.000 0.054
C 0.316 0.442 -2.032 -0.106
H -0.790 -2.912 -4.835 0.090
H -0.995 -2.685 -3.090 0.066
H 0.625 -2.633 -3.806 0.088
H -0.109 -0.962 -6.299 0.085
H 1.303 -0.656 -5.277 0.085
H 0.143 0.642 -5.594 0.085
H -2.426 -1.019 -5.285 0.090
H -2.177 0.567 -4.535 0.088
H -2.641 -0.826 -3.539 0.065
```

Output
Relative energy (zero: lowest compared OMol25 entry of this formula, charge and spin), kJ/mol: 0.0
HOMO-LUMO gap, eV: 7.539
Total charge: 0
E_LUMO, eV: -0.4168


No. 2
DFT (ωB97M-V/def2-TZVPD) results for a molecular structure, C38H40AsN8O5Rb.

```
93
Properties=species:S:1:pos:R:3:lowdin_charge:R:1
Rb 0.435 -0.255 0.597 0.841
C 1.131 5.501 -0.540 -0.110
C -0.071 5.739 0.124 -0.107
C -0.640 4.753 0.909 -0.053
C -0.013 3.514 1.036 -0.262
C 1.188 3.278 0.377 -0.040
C 1.759 4.271 -0.406 -0.078
N -0.589 2.407 1.743 0.023
N -1.474 2.718 2.547 0.048
C -2.113 1.623 3.224 -0.324
C -2.704 2.032 4.424 -0.088
C -3.344 1.106 5.228 -0.146
C -3.408 -0.212 4.786 -0.142
C -2.843 -0.567 3.563 -0.188
C -2.160 0.315 2.700 -0.104
H 1.566 6.270 -1.168 0.089
H -0.570 6.695 0.010 0.090
H -1.586 4.907 1.412 0.097
H 1.687 2.316 0.442 0.070
H 2.686 4.058 -0.924 0.111
H -2.633 3.077 4.709 0.086
H -3.791 1.400 6.171 0.077
H -3.913 -0.962 5.389 0.079
H -2.957 -1.612 3.268 0.062
O 4.844 -0.079 -0.984 -0.025
C 3.680 -0.100 -0.554 -0.671
O 2.775 0.778 -0.743 -0.161
C 3.173 -1.318 0.248 -0.697
O 3.200 -1.255 1.489 -0.055
O 2.626 -2.252 -0.429 -0.136
C -2.052 0.401 -2.527 -0.171
N -2.319 0.818 -3.919 -0.084
C -1.044 0.803 -4.642 -0.183
N -0.041 1.683 -4.044 -0.077
C 0.173 1.238 -2.655 -0.170
N -1.074 1.280 -1.878 -0.083
C -1.586 2.647 -1.899 -0.167
N -1.852 3.124 -3.270 -0.086
C -2.801 2.197 -3.892 -0.199
C -0.587 3.037 -4.011 -0.186
H -1.662 -0.616 -2.520 0.096
H -2.983 0.419 -1.960 0.111
H -1.220 1.116 -5.677 0.115
H -0.655 -0.217 -4.639 0.109
H 0.927 1.868 -2.179 0.112
H 0.541 0.213 -2.657 0.095
H -0.852 3.314 -1.446 0.100
H -2.512 2.693 -1.320 0.130
H -2.992 2.527 -4.919 0.112
H -3.739 2.230 -3.333 0.118
H 0.140 3.698 -3.534 0.121
H -0.758 3.377 -5.038 0.114
O -0.080 -1.980 -1.665 -0.546
As 0.926 -3.209 -2.124 1.200
C 2.415 -2.791 -3.265 -0.278
C 2.886 -3.759 -4.147 -0.112
C 3.964 -3.470 -4.972 -0.107
C 4.551 -2.212 -4.923 -0.096
C 4.063 -1.243 -4.058 -0.051
C 2.990 -1.529 -3.226 -0.059
C -0.160 -4.243 -3.386 -0.269
C -0.482 -5.584 -3.213 -0.088
C -1.305 -6.234 -4.127 -0.099
C -1.811 -5.548 -5.219 -0.110
C -1.491 -4.209 -5.401 -0.089
C -0.670 -3.564 -4.490 -0.087
C 1.312 -4.553 -0.808 -0.310
C 2.531 -5.215 -0.775 -0.083
C 2.745 -6.205 0.171 -0.086
C 1.749 -6.522 1.087 -0.101
C 0.536 -5.850 1.056 -0.082
C 0.311 -4.866 0.102 -0.083
H 2.415 -4.736 -4.192 0.099
H 4.343 -4.226 -5.649 0.089
H 5.401 -1.990 -5.557 0.092
H 4.531 -0.271 -3.982 0.111
H 2.626 -0.781 -2.534 0.084
H -0.094 -6.128 -2.361 0.095
H -1.553 -7.279 -3.977 0.093
H -2.457 -6.054 -5.927 0.091
H -1.887 -3.662 -6.248 0.097
H -0.426 -2.517 -4.634 0.093
H 3.322 -4.923 -1.453 0.107
H 3.702 -6.709 0.214 0.096
H 1.928 -7.282 1.839 0.091
H -0.235 -6.079 1.780 0.100
H -0.634 -4.332 0.082 0.099
N -2.398 -2.238 0.468 -0.081
N -3.424 -1.254 0.226 -0.078
H -1.882 -1.936 1.297 0.001
H -1.755 -2.199 -0.319 -0.008
H -3.153 -0.412 0.746 0.012
H -4.262 -1.602 0.676 0.041
```

Output
Relative energy (zero: lowest compared OMol25 entry of this formula, charge and spin), kJ/mol: 6.7
HOMO-LUMO gap, eV: 6.064
Total charge: -2
E_LUMO, eV: 4.0486


No. 3
DFT (ωB97M-V/def2-TZVPD) results for a molecular structure, C38H40CaN10O8S.

```
98
Properties=species:S:1:pos:R:3:lowdin_charge:R:1
Ca 0.017 -0.384 -0.555 1.454
O 0.006 -1.844 3.812 0.044
C -0.271 -1.192 2.640 -0.348
O 0.358 -1.695 1.478 -0.075
C -1.201 -0.240 2.451 -0.228
C -2.082 0.232 3.505 -0.022
C -3.049 1.128 3.216 -0.069
C -3.222 1.605 1.879 -0.036
C -2.358 1.130 0.932 -0.270
N -1.349 0.278 1.166 -0.012
C -2.443 1.507 -0.511 -0.470
O -3.459 2.258 -0.917 0.160
O -1.619 1.147 -1.333 -0.010
H -0.517 -2.655 3.874 0.128
H -1.961 -0.161 4.505 0.101
H -3.713 1.479 3.995 0.107
H -4.003 2.324 1.673 0.099
H -4.074 2.414 -0.190 0.104
N 6.761 -3.644 0.847 0.155
C 5.659 -3.348 0.988 -0.186
C 4.287 -2.951 1.163 -0.242
C 3.919 -2.182 2.266 -0.011
C 2.612 -1.766 2.428 0.006
C 1.662 -2.109 1.476 -0.254
C 2.014 -2.906 0.386 0.005
C 3.321 -3.321 0.229 -0.017
H 4.670 -1.911 2.997 0.123
H 2.314 -1.182 3.283 0.081
H 1.245 -3.189 -0.327 0.117
H 3.601 -3.928 -0.621 0.130
N 1.780 1.607 2.616 0.211
C 1.768 1.394 3.751 -0.261
N 1.750 1.146 5.054 -0.079
C 2.807 0.313 5.639 -0.121
C 2.892 0.629 7.121 -0.187
O 1.639 0.434 7.749 -0.120
C 0.656 1.296 7.202 -0.182
C 0.452 1.012 5.728 -0.119
H 3.752 0.542 5.147 0.136
H 2.569 -0.747 5.501 0.127
H 3.226 1.665 7.257 0.131
H 3.597 -0.040 7.610 0.131
H 0.954 2.343 7.341 0.131
H -0.265 1.113 7.753 0.131
H -0.250 1.718 5.286 0.132
H 0.073 -0.006 5.589 0.113
O -3.543 -2.935 -4.968 -0.302
S -2.980 -3.739 -3.921 0.629
O -2.903 -5.158 -4.124 -0.302
N -1.529 -3.141 -3.456 -0.010
C -1.568 -2.690 -2.237 -0.517
O -0.588 -2.165 -1.618 -0.230
C -2.897 -2.821 -1.548 -0.138
C -3.248 -2.434 -0.266 -0.007
C -4.562 -2.638 0.142 -0.068
C -5.492 -3.221 -0.714 -0.071
C -5.131 -3.613 -2.000 -0.029
C -3.826 -3.398 -2.385 -0.209
H -2.521 -1.984 0.399 0.098
H -4.866 -2.344 1.139 0.102
H -6.509 -3.373 -0.375 0.104
H -5.847 -4.067 -2.673 0.122
C 2.215 3.180 -0.387 -0.186
N 0.783 2.986 -0.681 -0.077
C 0.014 3.512 0.460 -0.181
N 0.302 4.921 0.727 -0.080
C 1.739 5.050 0.987 -0.171
N 2.549 4.585 -0.143 -0.082
C 2.170 5.355 -1.329 -0.175
N 0.745 5.225 -1.647 -0.084
C 0.451 3.806 -1.855 -0.177
C -0.018 5.684 -0.482 -0.173
H 2.799 2.833 -1.242 0.107
H 2.474 2.591 0.492 0.088
H 0.240 2.916 1.344 0.090
H -1.050 3.427 0.231 0.109
H 1.991 4.456 1.867 0.115
H 1.971 6.099 1.184 0.123
H 2.756 5.001 -2.181 0.124
H 2.400 6.409 -1.160 0.123
H 1.031 3.453 -2.710 0.112
H -0.612 3.687 -2.078 0.125
H -1.084 5.583 -0.694 0.125
H 0.206 6.739 -0.307 0.123
C 5.386 1.204 -4.268 -0.034
C 4.254 0.880 -3.339 -0.252
C 2.933 1.143 -3.680 -0.012
C 1.922 0.815 -2.797 -0.148
N 2.151 0.236 -1.615 -0.044
C 3.419 -0.022 -1.283 -0.119
C 4.486 0.288 -2.101 -0.006
H 5.071 1.885 -5.056 0.080
H 5.756 0.290 -4.738 0.093
H 6.218 1.653 -3.726 0.086
H 2.689 1.603 -4.629 0.121
H 0.886 1.036 -3.034 0.117
H 3.580 -0.479 -0.314 0.103
H 5.495 0.066 -1.776 0.122
```

Output
Relative energy (zero: lowest compared OMol25 entry of this formula, charge and spin), kJ/mol: 98.8
HOMO-LUMO gap, eV: 6.719
Total charge: 0
E_LUMO, eV: -0.2413


No. 4
DFT (ωB97M-V/def2-TZVPD) results for a molecular structure, C38H40CsN5O2P in a non-equilibrium geometry.

```
87
Properties=species:S:1:pos:R:3:lowdin_charge:R:1
Cs -1.161 -0.479 0.612 1.465
C -1.223 3.158 -0.649 -0.115
N -2.413 2.464 -1.087 -0.212
C -2.721 2.697 -2.494 -0.222
C -3.143 1.437 -3.236 -0.165
C -2.023 0.404 -3.403 -0.230
N -2.029 -0.557 -2.312 -0.021
C -2.128 -1.786 -2.613 -0.149
C -2.269 -2.903 -1.644 -0.168
C -1.939 -4.185 -2.099 -0.093
C -2.083 -5.317 -1.324 -0.136
C -2.623 -5.162 -0.038 -0.122
C -3.008 -3.934 0.441 -0.035
C -2.869 -2.739 -0.342 -0.526
O -3.216 -1.606 0.133 -0.452
C -3.574 2.685 -0.220 -0.193
C -3.489 1.986 1.139 -0.187
C -2.798 2.758 2.277 -0.232
N -2.242 1.845 3.293 0.041
C -1.062 1.419 3.073 -0.227
C -0.340 0.470 3.959 -0.162
C -0.717 0.309 5.293 -0.068
C -0.041 -0.541 6.145 -0.133
C 1.057 -1.254 5.635 -0.125
C 1.448 -1.136 4.324 -0.034
C 0.752 -0.275 3.416 -0.446
O 1.047 -0.206 2.173 -0.386
H -1.371 4.251 -0.553 0.095
H -0.404 2.968 -1.341 0.083
H -0.898 2.783 0.320 0.027
H -1.818 3.089 -2.973 0.111
H -3.482 3.488 -2.596 0.115
H -3.522 1.731 -4.221 0.104
H -3.975 0.952 -2.716 0.112
H -1.050 0.913 -3.400 0.108
H -2.105 -0.105 -4.376 0.102
H -2.129 -2.079 -3.677 0.115
H -1.545 -4.273 -3.109 0.099
H -1.793 -6.287 -1.704 0.080
H -2.753 -6.036 0.594 0.091
H -3.446 -3.820 1.425 0.103
H -4.441 2.299 -0.758 0.115
H -3.751 3.773 -0.089 0.123
H -2.976 1.053 0.966 -0.030
H -4.489 1.690 1.462 0.116
H -3.526 3.404 2.774 0.102
H -2.027 3.427 1.880 0.088
H -0.494 1.731 2.181 0.067
H -1.564 0.887 5.645 0.100
H -0.345 -0.648 7.178 0.079
H 1.610 -1.919 6.292 0.088
H 2.290 -1.698 3.933 0.097
N 3.112 0.841 0.049 -0.111
P 1.819 -0.239 -0.411 0.978
C 1.995 -0.165 -2.251 -0.362
C 2.451 1.002 -2.860 -0.101
C 2.400 1.161 -4.241 -0.099
C 1.884 0.150 -5.039 -0.107
C 1.417 -1.015 -4.442 -0.096
C 1.469 -1.168 -3.065 -0.105
C 2.649 -1.855 -0.143 -0.343
C 3.796 -2.280 -0.808 -0.097
C 4.343 -3.527 -0.549 -0.094
C 3.730 -4.375 0.366 -0.096
C 2.579 -3.973 1.027 -0.070
C 2.048 -2.713 0.781 -0.088
C 2.907 2.002 0.772 -0.396
C 3.920 2.458 1.637 -0.022
C 3.707 3.612 2.346 -0.086
C 2.513 4.312 2.181 -0.084
C 1.601 3.793 1.288 -0.147
N 1.777 2.667 0.586 0.125
H 3.987 0.395 0.279 0.092
H 2.853 1.801 -2.249 0.089
H 2.763 2.079 -4.686 0.095
H 1.839 0.270 -6.115 0.093
H 1.003 -1.808 -5.053 0.100
H 1.078 -2.083 -2.632 0.108
H 4.254 -1.641 -1.556 0.107
H 5.237 -3.847 -1.070 0.096
H 4.150 -5.354 0.561 0.097
H 2.095 -4.630 1.737 0.105
H 1.184 -2.370 1.331 0.068
H 4.829 1.883 1.758 0.106
H 4.462 3.965 3.039 0.102
H 2.297 5.218 2.727 0.093
H 0.660 4.307 1.122 0.095
```

Output
HOMO-LUMO gap, eV: 6.223
Total charge: -1
E_LUMO, eV: 2.0867


No. 5
DFT (ωB97M-V/def2-TZVPD) results for a molecular structure, C38H40FMnN6O6 in a non-equilibrium geometry.

```
92
Properties=species:S:1:pos:R:3:lowdin_charge:R:1
Mn 0.273 1.703 1.365 1.033
C 7.667 3.470 -1.584 -0.070
O 6.291 3.178 -1.475 -0.082
C 5.488 3.448 -2.546 -0.206
C 5.913 4.001 -3.747 -0.013
C 5.010 4.228 -4.774 -0.076
C 3.681 3.879 -4.628 -0.079
C 3.242 3.325 -3.437 -0.026
C 4.125 3.130 -2.382 -0.155
N 3.728 2.556 -1.163 0.180
C 2.543 2.724 -0.515 -0.322
N 1.772 3.749 -0.926 0.157
C 0.487 4.084 -0.496 -0.156
C -0.305 3.204 0.262 -0.124
C -1.608 3.644 0.558 -0.099
C -2.066 4.893 0.176 -0.075
C -1.246 5.756 -0.537 -0.004
C 0.028 5.352 -0.893 -0.221
O 0.896 6.122 -1.647 -0.111
C 1.151 7.423 -1.153 -0.061
N 2.180 1.960 0.493 0.045
C 3.088 0.949 0.913 -0.231
C 3.830 1.189 2.070 -0.016
C 4.815 0.317 2.482 -0.077
C 5.080 -0.822 1.736 -0.071
C 4.331 -1.096 0.609 0.004
C 3.332 -0.225 0.178 -0.235
O 2.689 -0.580 -0.978 -0.076
C 1.285 -0.432 -1.037 -0.067
H 8.101 3.218 -0.618 0.097
H 7.835 4.532 -1.786 0.099
H 8.144 2.867 -2.362 0.101
H 6.948 4.264 -3.896 0.107
H 5.359 4.668 -5.695 0.108
H 2.986 4.027 -5.439 0.107
H 2.211 3.022 -3.332 0.120
H 4.437 2.010 -0.690 0.154
H 2.175 4.413 -1.579 0.138
H -2.288 2.976 1.082 0.104
H -3.068 5.202 0.432 0.108
H -1.607 6.733 -0.818 0.118
H 0.243 8.023 -1.079 0.084
H 1.831 7.882 -1.867 0.096
H 1.627 7.373 -0.169 0.103
H 3.623 2.096 2.623 0.123
H 5.390 0.538 3.368 0.107
H 5.859 -1.501 2.046 0.107
H 4.501 -1.982 0.017 0.122
H 0.941 -1.115 -1.814 0.100
H 0.983 0.592 -1.302 0.084
H 0.818 -0.714 -0.080 0.089
C -4.826 -3.046 4.547 -0.061
C -3.371 -3.405 4.253 -0.202
N -2.755 -2.475 3.333 -0.042
C -2.064 -1.421 3.877 0.019
C -1.451 -0.458 3.128 -0.044
C -0.620 0.600 3.829 -0.563
O -0.831 0.854 5.001 0.083
O 0.298 1.133 3.101 -0.117
C -1.569 -0.493 1.714 -0.280
O -1.108 0.448 0.920 -0.173
C -2.208 -1.629 1.150 -0.074
C -2.195 -1.791 -0.248 0.048
C -2.734 -2.923 -0.815 -0.214
F -2.614 -3.043 -2.170 0.032
C -3.376 -3.893 -0.065 -0.168
C -3.429 -3.707 1.343 0.022
C -2.814 -2.627 1.959 -0.129
N -4.042 -5.018 -0.622 -0.130
C -4.169 -5.144 -2.060 -0.139
C -5.245 -6.216 -2.322 -0.084
N -6.050 -6.301 -1.080 0.035
C -5.266 -6.983 -0.018 -0.081
C -3.868 -6.328 -0.030 -0.128
H -5.253 -3.755 5.251 0.075
H -5.421 -3.050 3.637 0.068
H -4.880 -2.053 4.987 0.080
H -3.296 -4.419 3.855 0.109
H -2.800 -3.373 5.183 0.123
H -1.996 -1.384 4.952 0.137
H -1.728 -1.033 -0.855 0.116
H -3.951 -4.451 1.923 0.085
H -3.228 -5.432 -2.550 0.139
H -4.481 -4.186 -2.476 0.134
H -4.807 -7.195 -2.522 0.136
H -5.876 -5.934 -3.162 0.137
H -6.964 -6.734 -1.226 0.190
H -6.145 -5.322 -0.758 0.190
H -5.216 -8.051 -0.225 0.135
H -5.768 -6.826 0.937 0.136
H -3.166 -6.940 -0.613 0.134
H -3.467 -6.249 0.977 0.124
```

Output
HOMO-LUMO gap (alpha / beta), eV: 4.058 / 7.236
Spin multiplicity: 6
Total charge: +1
E_LUMO (alpha / beta), eV: -2.5908 / -2.6104